1.
The following is a DFT calculation (ωB97M-V/def2-TZVPD) of 2 unconnected molecules or ions with the total composition CH2N3O2.

Geometry (Å):
C  -1.13  0.41  -0.01
N  3.24  -0.31  0.18
N  2.21  0.03  0.00
N  -1.65  -0.63  0.06
O  -1.94  -1.72  0.16
O  1.10  0.34  -0.15
H  -0.70  0.77  -0.94
H  -1.13  1.10  0.69

Output
Spin multiplicity: 1
Frontier orbital gap, hartree: 0.324
Charge: +1

natural (NBO) atomic charge list, values in e, 6 entries: number 1, C, carries -0.136; number 2, N, carries 0.057; number 3, N, carries 0.428; number 4, N, carries 0.430; number 5, O, carries 0.021; number 6, O, carries -0.460

2.
The following is a DFT calculation (ωB97M-V/def2-TZVPD) of a single C4H12N2S molecule.

Geometry (Å):
N  -1.02  1.48  -0.73
C  -0.23  0.57  0.16
C  -0.51  0.61  1.67
S  -2.08  1.31  2.15
C  -0.40  -0.89  -0.46
N  0.77  -1.70  -0.64
C  1.92  -1.23  -1.38
H  -1.03  2.46  -0.51
H  -1.87  1.03  -1.02
H  0.77  1.02  0.07
H  -0.46  -0.39  2.10
H  0.29  1.08  2.35
H  -2.01  2.55  1.81
H  -1.07  -1.00  -1.33
H  -1.09  -1.40  0.22
H  1.10  -2.07  0.26
H  2.78  -0.90  -0.75
H  1.77  -0.41  -2.09
H  2.36  -2.11  -1.88

Output
Spin multiplicity: 1
Frontier orbital gap, hartree: 0.347
Charge: 0
SMILES: CNC[C@@H](N)CS

natural (NBO) atomic charge list, values in e, 6 entries: number 1, N, carries -0.856; number 2, C, carries -0.092; number 3, C, carries -0.570; number 4, S, carries -0.019; number 5, C, carries -0.223; number 6, N, carries -0.632

3.
The following is a DFT calculation (ωB97M-V/def2-TZVPD) of 2 unconnected molecules or ions with the total composition C6H13NO2.

Geometry (Å):
C  1.53  0.53  0.38
C  -1.07  1.95  -0.17
C  2.60  -0.07  -0.52
C  -0.65  0.57  -0.60
O  -0.54  0.20  -1.76
H  1.82  0.55  1.43
H  1.39  1.58  0.11
H  -0.59  2.68  -0.82
H  -2.15  2.05  -0.31
H  -0.82  2.15  0.87
H  2.98  -1.01  -0.12
H  3.46  0.59  -0.63
H  2.17  -0.25  -1.51
C  -2.11  -1.48  -0.10
N  -1.11  -0.51  0.39
C  0.37  -1.12  0.82
O  0.43  -1.45  1.98
H  -1.38  -0.10  1.28
H  0.72  -1.66  -0.07
H  -1.86  -1.75  -1.12
H  -2.09  -2.38  0.52
H  -3.10  -1.04  -0.07

Output
Spin multiplicity: 1
Frontier orbital gap, hartree: 0.310
Charge: 0

natural (NBO) atomic charge list, values in e, 6 entries: number 1, C, carries -0.593; number 2, C, carries -0.721; number 3, C, carries -0.640; number 4, C, carries 0.737; number 5, O, carries -0.596; number 6, H, carries 0.209

4.
The following is a DFT calculation (ωB97M-V/def2-TZVPD) of a molecular structure, C16H27NO3.

Geometry (Å):
C  0.38  -2.08  2.95
C  0.53  -1.44  2.06
C  0.86  -0.78  0.90
H  0.14  0.13  0.65
H  1.71  -0.32  0.68
O  0.75  -1.45  -0.53
C  1.94  -1.83  -1.12
O  2.87  -1.98  -0.59
C  1.50  -2.82  -2.36
H  0.49  -3.12  -2.24
H  2.41  -3.68  -2.39
C  1.66  -1.93  -3.57
H  1.50  -2.30  -4.49
H  2.64  -1.24  -3.35
C  0.38  -0.86  -3.64
C  0.73  0.50  -2.74
O  1.56  0.84  -2.08
N  -0.45  1.26  -2.69
H  -1.30  0.85  -3.13
C  -0.44  2.48  -1.95
C  -2.03  2.64  -1.48
C  -2.17  1.73  -0.35
C  -1.67  2.05  1.10
C  -2.00  1.16  2.13
C  -1.55  1.09  3.48
C  -1.91  0.38  4.62
C  -1.19  0.73  5.76
H  -1.37  -0.25  6.68
H  -1.14  1.68  6.14
H  -0.01  0.52  5.68
H  -2.93  0.39  4.78
H  -1.82  -0.70  4.11
H  -1.62  2.38  3.83
H  -0.45  1.35  3.21
H  -1.98  0.13  1.75
H  -3.14  1.06  2.42
H  -2.24  3.00  1.33
H  -0.47  2.27  1.02
H  -3.43  1.71  -0.21
H  -1.89  0.66  -0.62
H  -1.97  3.90  -0.98
H  -2.41  2.68  -2.31
H  -0.25  3.29  -2.75
H  0.14  2.53  -1.26
H  0.44  -0.52  -4.71
H  -0.56  -1.23  -3.27
H  0.07  -2.58  3.79

Output
Spin multiplicity: 1
Frontier orbital gap, hartree: 0.366
Charge: 0

natural (NBO) atomic charge list, values in e, 6 entries: number 1, C, carries -0.140; number 2, C, carries -0.070; number 3, C, carries -0.145; number 4, H, carries 0.214; number 5, H, carries 0.232; number 6, O, carries -0.577

5.
The following is a DFT calculation (ωB97M-V/def2-TZVPD) of a molecular structure, C34H71Br2N2NbO12PS4.

Geometry (Å):
C  3.51  3.50  -1.97
C  4.10  2.08  -2.07
C  3.06  0.93  -1.86
C  1.97  1.25  -0.83
Nb  0.49  -0.38  -0.22
C  2.04  -0.92  1.40
N  3.33  -1.42  0.79
C  4.47  -0.57  1.13
C  -0.37  1.13  1.25
O  0.09  1.04  2.60
O  -0.91  1.62  3.46
C  -1.06  0.27  -1.86
Br  -2.65  -0.95  -1.72
C  -1.60  1.70  -1.71
C  -0.69  2.78  -2.33
Br  -3.29  1.83  -2.87
N  -0.91  -1.81  0.55
C  -0.61  -3.19  0.39
C  0.03  -4.02  1.49
O  -0.91  -3.77  -0.63
C  -1.44  -1.54  1.83
C  -2.89  -1.03  1.85
O  -0.90  -1.73  2.89
P  1.46  -1.97  -1.93
C  0.41  -2.38  -3.38
C  0.68  -1.49  -4.64
C  2.21  -3.56  -1.37
C  3.69  -3.68  -1.86
H  4.23  4.25  -2.29
H  2.63  3.59  -2.60
H  3.20  3.67  -0.94
H  4.93  1.94  -1.36
H  4.55  1.98  -3.07
H  3.64  0.10  -1.45
H  2.67  0.69  -2.86
H  1.45  2.19  -1.08
H  2.52  1.47  0.10
H  1.62  -1.62  2.12
H  2.33  -0.02  1.97
H  3.50  -2.31  1.24
H  4.89  -0.77  2.13
H  4.27  0.49  1.01
H  5.29  -0.81  0.43
H  -1.47  1.16  1.28
H  -0.08  2.14  0.87
H  -1.01  0.99  4.17
H  -0.63  0.22  -2.87
H  -1.98  1.97  -0.73
H  -0.17  3.26  -1.49
H  0.01  2.36  -3.06
H  -1.32  3.53  -2.79
H  0.68  -3.43  2.15
H  0.61  -4.84  1.07
H  -0.73  -4.48  2.13
H  -3.03  -0.16  1.22
H  -3.21  -0.85  2.87
H  -3.50  -1.83  1.42
H  0.66  -3.40  -3.69
H  -0.67  -2.38  -3.20
H  -0.23  -1.34  -5.23
H  1.15  -0.54  -4.38
H  1.38  -2.02  -5.29
H  1.66  -4.37  -1.86
H  2.23  -3.68  -0.29
H  3.83  -3.28  -2.87
H  3.95  -4.74  -1.80
H  4.32  -3.16  -1.13
C  -5.80  -5.33  2.22
C  -5.04  -4.03  2.49
C  -3.81  -4.38  3.34
S  -3.39  -6.07  2.92
O  -3.59  -6.91  4.08
O  -2.14  -6.09  2.19
C  -4.74  -6.34  1.79
H  -6.56  -5.20  1.45
H  -6.29  -5.67  3.13
H  -4.72  -3.59  1.55
H  -5.67  -3.30  3.00
H  -2.96  -3.74  3.13
H  -4.03  -4.35  4.41
H  -5.07  -7.38  1.86
H  -4.37  -6.13  0.78
C  -2.71  6.45  0.93
C  -2.03  6.54  2.31
C  -0.61  5.99  2.15
S  -0.14  6.29  0.45
O  0.02  5.01  -0.19
O  0.89  7.30  0.40
C  -1.69  7.01  -0.07
H  -3.64  7.01  0.90
H  -2.92  5.41  0.69
H  -2.00  7.58  2.64
H  -2.58  5.97  3.06
H  0.10  6.49  2.81
H  -0.57  4.91  2.31
H  -1.90  6.72  -1.10
H  -1.60  8.09  0.01
C  4.59  -3.11  -8.80
C  4.78  -1.77  -8.08
C  4.31  -1.95  -6.63
S  4.55  -3.69  -6.24
O  3.26  -4.30  -6.03
O  5.61  -3.82  -5.28
C  5.15  -4.17  -7.86
H  5.10  -3.13  -9.76
H  3.53  -3.29  -8.97
H  5.84  -1.50  -8.08
H  4.24  -0.97  -8.57
H  4.88  -1.35  -5.93
H  3.25  -1.74  -6.53
H  4.81  -5.18  -8.08
H  6.24  -4.14  -7.83
C  -3.66  2.53  6.51
C  -2.34  2.95  7.16
C  -1.95  4.32  6.58
S  -3.49  5.12  6.12
O  -3.51  5.27  4.69
O  -3.74  6.24  7.00
C  -4.57  3.76  6.57
H  -4.12  1.68  7.01
H  -3.49  2.25  5.47
H  -2.48  3.04  8.24
H  -1.56  2.22  6.99
H  -1.43  4.94  7.30
H  -1.35  4.21  5.68
H  -5.40  3.72  5.88
H  -4.92  3.95  7.58

Output
Spin multiplicity: 1
Frontier orbital gap, hartree: 0.232
Charge: -1

Mulliken atomic charge list, values in e, 6 entries: number 1, C, carries -1.096; number 2, C, carries -0.693; number 3, C, carries 0.066; number 4, C, carries 0.941; number 5, Nb, carries -1.778; number 6, C, carries -1.390

6.
The following is a DFT calculation (ωB97M-V/def2-TZVPD) of a gas-phase ion, C8H11N4 (charge +1).

Geometry (Å):
C  3.02  -0.58  -0.09
C  3.05  0.75  -0.19
C  1.86  -1.39  0.18
C  1.91  1.69  -0.07
C  0.63  -0.94  0.32
C  0.70  1.17  -0.02
C  -1.68  0.81  0.21
C  -1.53  -0.41  1.09
N  -0.62  -1.27  0.34
N  -0.61  1.64  -0.01
N  -2.90  1.04  -0.31
N  -1.37  -1.76  -0.71
H  3.99  -1.09  -0.18
H  3.97  1.31  -0.43
H  2.07  -2.44  0.15
H  1.94  2.75  -0.10
H  -1.32  -0.10  2.23
H  -2.52  -0.85  1.04
H  -0.93  2.34  -0.66
H  -3.58  0.48  0.02
H  -3.13  1.63  -1.03
H  -1.94  -2.48  -0.30
H  -1.01  -2.31  -1.51

Output
Spin multiplicity: 1
Frontier orbital gap (spin up / spin down), hartree: 0.280 / 0.280
Charge: +1

natural (NBO) atomic charge list, values in e, 6 entries: number 1, C, carries -0.208; number 2, C, carries -0.151; number 3, C, carries -0.259; number 4, C, carries -0.286; number 5, C, carries 0.269; number 6, C, carries 0.111

Q: Number 5 is which compound?
A: C34H71Br2N2NbO12PS4

Q: Which value of spin multiplicity does entry 6 give?
A: 1